(1)
DFT (the ωB97M-V functional and the def2-TZVPD basis) results for a structure of composition C16H32FN5NiO7P.

Values from the calculation:
- Orbital gap (spin up / spin down): 0.3193 / 0.3186 Eh
- Total charge: +1
- Molecular weight: 515.13 g/mol
- Multiplicity: 3
- Energy relative to the best compared isomer or geometry (same formula, charge and spin): 0.00 kcal/mol
- LUMO energy (spin up / spin down): -2.44 / -2.48 eV
- HOMO energy (spin up / spin down): -11.13 / -11.15 eV

Structure (XYZ):
```
63
Properties=species:S:1:pos:R:3:forces:R:3:mulliken_spin:R:1
Ni 0.60095 -0.79696 1.19384 -0.010 0.114 -0.042 1.6416
N -0.51220 -2.58666 0.98041 0.000 -0.041 0.016 0.0621
C -0.38740 -3.37363 2.22403 0.003 -0.013 -0.008 -0.0023
C -0.46286 -2.43522 3.41963 -0.015 -0.001 0.015 0.0012
N 0.43531 -1.28097 3.26209 -0.008 0.016 -0.010 0.0690
C 1.79600 -1.40193 3.80776 0.012 0.009 0.014 0.0017
C 2.74080 -2.06083 2.81500 0.017 -0.003 -0.007 -0.0040
N 2.62315 -1.38433 1.50759 0.009 -0.041 0.032 0.0620
H -1.46542 -2.24454 0.87282 0.022 -0.014 -0.002 -0.0054
H -0.31941 -3.16961 0.17332 -0.001 0.021 0.033 -0.0045
H 0.57063 -3.89114 2.19177 -0.003 0.000 0.001 0.0000
H -1.16382 -4.13597 2.31176 -0.006 0.002 -0.001 0.0017
H -0.25680 -2.98678 4.34116 0.005 -0.001 -0.001 0.0008
H -1.47936 -2.04449 3.49288 0.001 0.000 0.001 -0.0002
H -0.00567 -0.46217 3.66164 0.013 -0.024 0.009 -0.0032
H 1.80740 -1.95011 4.75413 -0.006 -0.005 -0.002 0.0012
H 2.14728 -0.38796 4.00563 -0.001 -0.001 0.005 -0.0005
H 2.48770 -3.11098 2.67289 0.000 0.001 0.003 0.0007
H 3.75845 -2.02660 3.20868 0.002 0.004 -0.003 0.0024
H 3.10373 -1.91566 0.78956 -0.019 0.029 -0.001 -0.0034
H 3.07002 -0.46942 1.53779 -0.012 -0.018 -0.009 -0.0042
C -0.71149 -2.04247 -4.01702 -0.011 0.014 -0.004 0.0004
C -0.59419 -1.68596 -2.55522 0.057 -0.009 -0.051 0.0006
O 0.72741 -1.15258 -2.32460 -0.034 0.059 0.066 0.0158
P 0.98068 -0.15208 -1.07751 -0.073 -0.070 -0.060 0.0461
O 2.51232 0.21039 -1.35728 0.004 -0.078 0.100 0.0065
C 3.45610 -0.62630 -2.06686 0.015 0.014 -0.052 0.0018
C 3.61349 -0.15562 -3.49238 -0.007 0.001 -0.007 0.0011
O 0.19318 1.17744 -1.37913 0.079 0.026 -0.018 0.0134
C 0.44512 2.04229 -2.52825 -0.043 -0.009 -0.030 0.0035
C -0.77230 2.06712 -3.41761 0.006 0.004 0.023 -0.0001
H -1.70324 -2.44458 -4.22459 0.002 -0.001 0.002 0.0002
H 0.03044 -2.79165 -4.29106 0.005 0.002 0.003 0.0000
H -0.55894 -1.16083 -4.63900 -0.011 -0.005 0.002 -0.0003
H -0.72479 -2.57742 -1.93548 -0.010 0.013 0.010 0.0040
H -1.34390 -0.94670 -2.26561 -0.018 0.027 0.003 -0.0009
H 3.12391 -1.66562 -2.03611 0.007 0.010 0.014 -0.0006
H 4.39291 -0.53655 -1.51781 0.004 0.011 0.002 0.0004
H 2.68460 -0.29066 -4.04574 0.005 0.004 -0.002 -0.0001
H 4.39676 -0.72978 -3.98840 0.002 -0.003 0.003 0.0002
H 3.89419 0.89713 -3.51458 0.009 -0.001 -0.007 -0.0003
H 1.32902 1.68359 -3.05679 -0.012 0.008 0.024 0.0001
H 0.64941 3.02334 -2.10867 -0.005 0.016 -0.002 0.0000
H -0.98878 1.07849 -3.82237 0.000 -0.032 -0.012 0.0001
H -0.59988 2.74486 -4.25448 0.011 0.003 0.009 0.0002
H -1.63354 2.42674 -2.85888 -0.013 -0.002 0.002 0.0001
F -5.40541 2.12536 2.51906 0.007 0.008 0.001 0.0000
C -4.42053 2.55894 1.73218 -0.024 0.011 0.007 0.0000
C -3.15512 2.56790 2.14567 0.044 -0.020 -0.010 -0.0004
N -2.12386 3.01929 1.34426 -0.014 0.062 0.043 0.0044
C -0.75370 2.85651 1.77564 0.016 -0.013 0.025 0.0004
C -0.26060 1.43078 1.63197 -0.010 -0.003 0.017 -0.0243
O 0.97515 1.20414 1.75888 -0.008 -0.022 -0.025 0.0598
O -1.07478 0.49372 1.40699 0.062 -0.022 -0.049 0.0482
C -2.34694 3.45702 0.05463 -0.042 -0.111 -0.053 0.0008
O -1.45652 3.80854 -0.69108 0.035 0.048 -0.019 0.0001
N -3.67105 3.45082 -0.32810 -0.014 0.078 -0.005 0.0000
C -4.78672 3.02120 0.39531 -0.004 -0.055 -0.007 -0.0006
O -5.89566 3.03743 -0.07210 -0.010 0.024 -0.010 0.0001
H -2.88024 2.22131 3.13182 -0.020 0.005 -0.009 -0.0002
H -0.65873 3.15663 2.82055 0.020 0.008 0.008 0.0000
H -0.11597 3.50584 1.18137 -0.016 -0.009 -0.005 0.0021
H -3.85628 3.80790 -1.25601 0.003 -0.021 0.027 0.0000
```
Positions in Å, forces in eV/Å.

(2)
DFT (the ωB97M-V functional and the def2-TZVPD basis) results for an isolated molecule of C2H5BrN2O2 at a distorted geometry.

Values from the calculation:
- Orbital gap: 0.3444 Eh
- Total charge: 0
- Molecular weight: 168.98 g/mol
- Energy relative to the best compared isomer or geometry (same formula, charge and spin): 36.24 kcal/mol
- LUMO energy: 0.41 eV
- HOMO energy: -8.97 eV

Structure (XYZ):
```
12
Properties=species:S:1:pos:R:3:forces:R:3:nbo_charge:R:1
N -0.05916 -0.52219 1.44170 0.004 -0.170 0.878 -0.8154
C 0.19797 -0.03144 0.20973 1.032 5.083 -1.122 0.4008
N -0.35576 -0.69858 -0.80138 -1.899 -3.690 -3.634 -0.8354
Br 2.48055 -0.17076 -0.11056 -0.081 0.080 0.067 -0.4471
C 0.20108 1.75830 0.12996 0.471 -1.810 2.382 0.8054
O 0.23852 2.41278 1.15610 -0.211 -1.326 -1.860 -0.5871
O 0.26147 2.20821 -1.10615 -0.071 -0.098 -0.601 -0.6771
H 0.28678 -0.02715 2.27421 -0.111 0.129 -1.028 0.4223
H 0.36536 -1.42590 1.38779 -0.008 -0.931 0.825 0.3842
H -0.65678 -1.71153 -0.62702 0.617 2.167 0.300 0.3930
H -0.22162 -0.69074 -1.88770 0.437 1.185 3.263 0.4424
H 0.44496 3.17057 -1.16903 -0.179 -0.619 0.529 0.5140
```
Positions in Å, forces in eV/Å.

(3)
DFT (the ωB97M-V functional and the def2-TZVPD basis) results for an isolated molecule of C17H24N2O5S2.

Values from the calculation:
- Orbital gap: 0.3517 Eh
- Total charge: 0
- Molecular weight: 400.52 g/mol
- Energy relative to the best compared isomer or geometry (same formula, charge and spin): 20.73 kcal/mol
- LUMO energy: 0.34 eV
- HOMO energy: -9.23 eV

Structure (XYZ):
```
50
Properties=species:S:1:pos:R:3:forces:R:3:nbo_charge:R:1
C -0.46980 -1.49563 1.84797 -0.125 -0.082 -0.234 -0.6450
C -1.71109 -1.68890 0.97596 0.001 -0.033 0.259 0.0228
C -2.91411 -1.16942 1.76033 0.085 -0.047 -0.171 -0.6404
C -1.91171 -3.12849 0.44719 -0.025 -0.125 -0.040 -0.2240
C -3.07766 -2.96266 -0.54103 -0.105 -0.193 0.066 -0.4083
C -2.80844 -1.58402 -1.17695 -0.095 0.068 -0.097 -0.4104
C -1.54058 -1.09988 -0.44000 -0.186 0.294 -0.041 -0.1918
C -1.14122 0.33982 -0.63022 -0.479 0.276 0.313 -0.6612
S -2.22310 1.63976 0.03997 -0.056 0.230 -0.662 2.3117
O -1.97244 1.84981 1.43542 0.355 0.132 0.117 -0.9601
O -3.56968 1.40835 -0.38783 0.058 -0.148 -0.295 -0.9391
N -1.71286 3.03708 -0.73685 -0.498 -0.613 0.295 -0.8462
C -0.55845 3.73882 -0.19806 0.235 0.028 0.374 -0.2558
C 0.64098 2.83090 -0.11171 0.366 0.093 -0.008 -0.0139
C 0.99568 2.27532 1.11561 0.179 -0.016 -0.108 -0.2279
C 1.91820 1.24455 1.17141 -0.110 0.129 0.112 -0.1212
C 2.49040 0.78664 0.00034 0.196 -0.354 -0.048 -0.3593
S 3.47250 -0.69311 0.07509 0.613 -0.022 0.514 2.3070
N 4.57354 -0.30610 1.29169 -0.641 -0.095 -0.543 -1.0765
O 4.18266 -0.88156 -1.15352 -0.082 0.362 -0.038 -0.9277
O 2.64662 -1.74895 0.58845 0.067 0.141 0.192 -0.9459
C 2.21633 1.37736 -1.21610 0.034 -0.016 -0.190 -0.1654
C 1.29280 2.40957 -1.26850 0.037 0.035 0.261 -0.2228
C -0.45535 -2.00878 -1.03083 -0.153 0.271 0.085 0.6657
O 0.34699 -1.68771 -1.86562 0.149 0.036 -0.107 -0.5492
C -0.65780 -3.36054 -0.39646 0.068 -0.404 0.076 -0.5448
H 0.46004 -1.67495 1.31401 0.098 -0.019 0.036 0.2325
H -0.45539 -0.47352 2.22147 0.054 0.120 0.073 0.2177
H -0.51274 -2.16718 2.70332 0.032 -0.055 0.134 0.2152
H -3.05676 -1.78869 2.64435 -0.034 -0.075 0.106 0.2115
H -3.83222 -1.17541 1.18529 -0.184 -0.023 -0.051 0.2139
H -2.73746 -0.14774 2.08182 -0.051 -0.033 0.139 0.2392
H -2.08269 -3.88758 1.20835 0.026 0.021 0.091 0.2214
H -4.03703 -2.98945 -0.02770 -0.037 0.003 -0.026 0.2156
H -3.07972 -3.76001 -1.28407 -0.035 -0.046 0.016 0.2096
H -2.63137 -1.65385 -2.25126 -0.032 0.074 -0.034 0.2153
H -3.61998 -0.87624 -1.01515 0.012 -0.076 -0.039 0.2485
H -1.06406 0.55175 -1.69525 0.107 0.057 -0.066 0.2511
H -0.18031 0.49565 -0.15585 0.146 0.118 -0.068 0.2602
H -1.71746 2.92713 -1.73787 -0.106 -0.032 -0.212 0.3940
H -0.84680 4.07063 0.80038 0.174 0.163 -0.099 0.2283
H -0.36668 4.61005 -0.82801 -0.081 -0.058 0.051 0.2206
H 0.50076 2.61231 2.01247 -0.056 0.001 0.098 0.2373
H 2.17602 0.76646 2.10210 -0.034 0.016 0.198 0.2282
H 5.48242 -0.10354 0.90788 0.166 0.087 -0.173 0.4029
H 4.62767 -1.03364 1.98638 -0.129 -0.230 0.091 0.4053
H 2.70143 0.99691 -2.10023 0.015 -0.005 -0.171 0.2505
H 1.04793 2.86441 -2.21742 -0.035 0.016 -0.142 0.2168
H 0.22141 -3.60712 0.19908 0.071 0.016 0.012 0.2560
H -0.77147 -4.13938 -1.15112 0.027 0.013 -0.046 0.2381
```
Positions in Å, forces in eV/Å.

(4)
DFT (the ωB97M-V functional and the def2-TZVPD basis) results for the ion C4H8NO with charge +1 at a distorted geometry.

Values from the calculation:
- Orbital gap: 0.4019 Eh
- Total charge: +1
- Molecular weight: 86.11 g/mol
- Energy relative to the best compared isomer or geometry (same formula, charge and spin): 47.12 kcal/mol
- LUMO energy: -4.95 eV
- HOMO energy: -15.89 eV

Structure (XYZ):
```
14
Properties=species:S:1:pos:R:3:forces:R:3:nbo_charge:R:1
C 2.10615 1.27977 0.51023 0.812 -0.302 1.415 0.1310
N 1.44349 0.24536 0.23359 -1.700 -0.321 0.485 -0.3911
C 0.55408 -0.65639 -0.09031 0.487 1.597 0.540 0.6959
O 0.90483 -1.84935 -0.45738 2.973 -1.877 0.220 -0.6102
C -1.01683 -0.66639 0.04949 1.536 1.465 1.969 -0.4315
C -2.00099 0.47406 -0.27605 0.350 -0.517 -2.523 -0.6240
H 2.53177 1.79379 -0.30842 0.172 0.894 -1.057 0.2078
H 2.49887 1.69809 1.52807 -1.259 -1.435 -1.395 0.2443
H 1.89735 -2.19060 -0.34228 -2.800 1.578 -0.297 0.5463
H -1.00328 -0.93762 1.15995 -0.618 -0.305 -1.479 0.2636
H -1.19928 -1.41349 -0.66685 -0.613 -1.676 0.052 0.2543
H -1.51561 1.43171 -0.34675 0.187 0.499 0.106 0.2228
H -2.32423 0.20503 -1.36452 0.093 0.883 2.009 0.2331
H -2.87632 0.58604 0.37123 0.380 -0.484 -0.044 0.2577
```
Positions in Å, forces in eV/Å.

(5)
DFT (the ωB97M-V functional and the def2-TZVPD basis) results for a cluster of 2 separate species, CH4N2O in total at a distorted geometry.

Values from the calculation:
- Orbital gap (spin up / spin down): 0.2756 / 0.3368 Eh
- Total charge: 0
- Molecular weight: 60.06 g/mol
- Energy relative to the best compared isomer or geometry (same formula, charge and spin): 128.89 kcal/mol
- LUMO energy (spin up / spin down): 0.78 / 1.05 eV
- HOMO energy (spin up / spin down): -6.72 / -8.12 eV

Structure (XYZ):
```
8
Properties=species:S:1:pos:R:3:forces:R:3:nbo_charge:R:1
C -0.85542 0.16538 -0.47830 0.683 2.302 3.761 -0.1018
N 1.29300 0.45428 0.94117 -0.341 2.362 -0.692 -0.0107
N 1.64358 -0.58677 1.28438 -1.281 -2.133 -0.794 -0.3462
O -1.45942 0.55707 -1.58675 -0.495 0.557 -0.807 -0.6616
H -0.56970 -0.84401 -0.17820 -0.435 0.207 -0.573 0.1587
H -0.86879 1.03241 0.30210 -0.028 -2.116 -1.498 0.1602
H -1.63729 -0.18796 -2.12943 -0.250 -0.967 -1.024 0.4746
H 2.45405 -0.59040 1.84502 2.147 -0.211 1.627 0.3268
```
Positions in Å, forces in eV/Å.

(6)
DFT (the ωB97M-V functional and the def2-TZVPD basis) results for an isolated molecule of C3H6N2O2 at a distorted geometry.

Values from the calculation:
- Orbital gap: 0.3881 Eh
- Total charge: 0
- Molecular weight: 102.09 g/mol
- Energy relative to the best compared isomer or geometry (same formula, charge and spin): 32.53 kcal/mol
- LUMO energy: 0.46 eV
- HOMO energy: -10.10 eV

Structure (XYZ):
```
13
Properties=species:S:1:pos:R:3:forces:R:3:nbo_charge:R:1
N -1.42878 0.35502 0.27138 0.145 0.500 0.281 -0.8460
C -0.56401 1.02002 -0.53645 0.391 -0.653 -0.906 0.7694
O -0.82530 2.07573 -1.05653 -0.279 0.672 0.121 -0.6247
N 0.65931 0.39628 -0.91832 -0.765 -0.331 0.690 -0.6475
C 1.12129 -0.90148 -0.40135 -0.563 0.188 -0.558 -0.3402
C 0.93605 -1.02160 1.09518 0.769 0.142 -0.368 0.4353
O 0.23688 -1.85868 1.59438 -0.100 -0.130 0.227 -0.5163
H -2.14889 0.93591 0.67441 -0.016 -0.342 -0.040 0.4128
H -1.25453 -0.56685 0.61409 -0.137 -0.136 0.228 0.4060
H 0.61917 0.41790 -1.92446 0.665 0.182 -0.205 0.3998
H 0.62217 -1.76325 -0.85354 -0.093 0.000 -0.037 0.1965
H 2.17974 -0.94194 -0.67019 0.058 -0.192 0.322 0.2292
H 1.52461 -0.30691 1.69051 -0.075 0.102 0.245 0.1255
```
Positions in Å, forces in eV/Å.